P.
Here is an isolated molecule of C6H10OS from the Open Molecules 2025 dataset. Energies are from wB97M-V/def2-TZVPD.

Each line ends with the Mulliken charge.
Element x y z (Å)
C  0.2444  -0.7342  1.2027  -0.35
H  -0.9132  1.8940  0.5465  0.17
O  -0.7800  -1.4194  0.4580  -0.44
H  0.7344  -1.5452  1.8312  0.28
H  -2.1387  1.1430  1.6611  0.37
H  -0.0617  -0.0695  1.9719  0.23
H  -2.7169  2.4265  0.2984  0.27
H  -1.3354  -1.5021  -1.4328  0.48
H  0.2157  0.8279  -1.5513  0.32
C  -2.2989  0.3237  -0.4994  -0.50
H  -3.3595  -0.0260  -0.3936  0.35
H  -2.1846  0.8274  -1.5048  0.27
C  -1.1591  -0.7185  -0.6964  -0.10
C  1.1084  -0.1855  -0.0053  0.09
S  2.5639  0.5612  -0.0464  -0.25
H  0.6054  -1.0176  -1.7800  0.28
C  0.2783  -0.1837  -1.0889  -0.51
C  -2.1110  1.4010  0.6593  -0.96

Output
**E_LUMO**: -0.25 eV
**Multiplicity**: 1
**Charge**: 0
**Kohn-Sham gap**: 8.3094 eV
**E_HOMO**: -8.56 eV


Q.
Here is an isolated molecule of C6H10OS from the Open Molecules 2025 dataset. Energies are from wB97M-V/def2-TZVPD.

Each line ends with the Mulliken charge.
Element x y z (Å)
H  -0.5304  -3.2323  1.4018  0.23
H  -1.0951  0.4875  -1.0902  0.03
O  1.1272  2.9180  -0.6518  -0.53
H  -0.2495  2.7518  0.6692  0.43
S  1.1689  0.7237  1.7883  -0.32
H  0.7771  0.8617  -1.3651  0.27
H  -1.0877  -2.9929  -0.7502  0.26
C  -0.0970  2.5269  -0.3815  -0.83
H  0.1049  -1.6990  -1.5842  0.34
H  -1.3341  -1.3370  -1.1840  0.39
C  0.3395  0.0386  0.5620  0.40
H  0.7073  -1.9688  2.5944  0.18
H  1.6882  2.6313  0.1131  0.36
C  0.1404  -2.3064  1.5282  -0.61
C  -0.5951  -1.9004  -0.7415  -1.34
C  -0.0030  -1.4196  0.5591  0.60
H  -0.9174  2.9619  -0.9488  0.34
C  -0.1443  0.9548  -0.5189  -0.21

Output
**E_LUMO**: -0.78 eV
**Multiplicity**: 1
**Charge**: 0
**Kohn-Sham gap**: 8.0994 eV
**E_HOMO**: -8.88 eV


The least stable of them is Q.


P.
Here is a cluster of 2 separate species, C2H9NO2 in total from the Open Molecules 2025 dataset. Energies are from wB97M-V/def2-TZVPD.

Each line ends with the Mulliken charge.
Element x y z (Å)
O  -1.3036  0.2346  -2.7256  -0.68
H  -0.8456  -1.2355  2.3266  0.29
N  0.4404  -0.9188  0.7020  -0.34
H  2.1158  -0.3198  -0.4504  0.28
H  0.2311  0.2086  2.3314  0.28
C  -0.4510  -0.4122  1.7468  -0.72
H  0.0886  -1.5507  -0.0003  0.23
H  0.7086  1.6370  -1.1576  0.26
C  1.2554  0.0880  0.0902  -0.28
H  -1.2984  0.1764  1.3859  0.26
H  -0.6433  0.2094  -2.0067  0.41
O  0.3402  0.8533  -0.7654  -0.57
H  -2.1808  0.2477  -2.3557  0.30
H  1.5425  0.7819  0.8788  0.28

Output
**E_LUMO**: 0.78 eV
**Multiplicity**: 1
**Charge**: 0
**Kohn-Sham gap**: 10.1766 eV
**E_HOMO**: -9.40 eV


Q.
Here is a structure of composition C2H9NO2 from the Open Molecules 2025 dataset. Energies are from wB97M-V/def2-TZVPD.

Each line ends with the Mulliken charge.
Element x y z (Å)
H  -1.2490  0.3210  2.3326  0.20
C  0.5992  0.3344  -0.8403  -1.26
H  -1.4849  0.8313  0.4796  0.43
N  2.0907  -1.1714  0.2289  -0.31
O  -2.1022  1.5501  -0.2110  -0.81
O  -0.9528  0.2854  1.4202  -0.70
H  0.1158  -1.0789  0.6752  0.21
C  0.8482  -1.0693  -0.2237  0.13
H  2.4969  -2.0436  -0.1392  0.32
H  1.0562  1.0575  -0.1704  0.37
H  1.2414  0.3790  -1.7243  0.42
H  -2.8157  1.9052  0.3049  0.23
H  -0.4433  0.4608  -1.1026  0.40
H  0.5994  -1.7614  -1.0301  0.38

Output
**E_LUMO**: -3.77 eV
**Multiplicity**: 1
**Charge**: 0
**Kohn-Sham gap**: 4.9616 eV
**E_HOMO**: -8.73 eV


R.
Here is a cluster of 3 separate species, C2H9NO2 in total from the Open Molecules 2025 dataset. Energies are from wB97M-V/def2-TZVPD.

Each line ends with the Mulliken charge.
Element x y z (Å)
H  3.1794  0.0471  -1.6090  0.23
C  0.4590  -0.5381  0.0004  0.00
H  -0.5719  1.2903  -0.4824  0.33
H  0.9421  -0.6333  -1.0095  0.26
H  -1.5761  -0.7271  0.4802  0.39
H  -0.1286  1.0865  1.2496  0.34
O  -2.3061  0.5678  0.8280  -0.77
N  -0.7228  -1.3506  0.1965  -0.23
O  2.3947  0.0476  -1.0716  -0.60
H  1.2284  -0.8450  0.6495  0.25
H  -3.1994  0.5939  1.1175  0.21
H  -0.9599  -2.0326  -0.5256  0.30
H  1.0707  1.5504  -0.0310  0.41
C  0.1905  0.9430  0.2075  -1.12

Output
**E_LUMO**: -4.49 eV
**Multiplicity**: 1
**Charge**: 0
**Kohn-Sham gap**: 4.5199 eV
**E_HOMO**: -9.01 eV


The least stable of them is R.


P.
Here is a cluster of 2 separate species, H2N2O3 in total from the Open Molecules 2025 dataset. Energies are from wB97M-V/def2-TZVPD.

Each line ends with the Mulliken charge.
Element x y z (Å)
O  -1.1736  -1.6605  -0.4566  -0.56
O  1.4278  -0.1528  -0.0985  -0.62
O  -1.2436  1.7560  0.1882  -0.55
N  -1.2645  0.6177  -0.2437  0.52
N  -1.1827  -0.5016  -0.2005  0.58
H  1.0406  0.1784  0.7223  0.33
H  2.3959  -0.2372  0.0888  0.31

Output
**E_LUMO**: 0.20 eV
**Multiplicity**: 1
**Charge**: 0
**Kohn-Sham gap**: 10.3441 eV
**E_HOMO**: -10.15 eV


Q.
Here is an isolated molecule of H2N2O3 from the Open Molecules 2025 dataset. Energies are from wB97M-V/def2-TZVPD.

Each line ends with the Mulliken charge.
Element x y z (Å)
O  -0.2069  -1.6454  -0.2110  -0.43
H  -0.3821  -2.1491  -1.0412  0.34
N  -0.2588  -0.1936  -0.4881  0.16
O  -1.3928  0.1273  -1.1877  -0.24
O  -1.1528  1.6648  0.5595  -0.43
N  -1.3399  0.3120  0.2162  0.24
H  -1.0641  1.8328  1.4720  0.36

Output
**E_LUMO**: 0.96 eV
**Multiplicity**: 1
**Charge**: 0
**Kohn-Sham gap**: 11.8586 eV
**E_HOMO**: -10.90 eV


R.
Here is an isolated molecule of H2N2O3 from the Open Molecules 2025 dataset. Energies are from wB97M-V/def2-TZVPD.

Each line ends with the Mulliken charge.
Element x y z (Å)
O  1.8058  0.0318  0.0704  -0.38
N  -0.2641  -0.0728  -0.3600  0.37
O  -1.4893  -0.7485  0.0092  -0.37
H  -1.6758  -0.5687  0.9477  0.34
N  0.8593  -0.6576  0.0349  0.10
O  -0.5243  1.2111  0.1555  -0.41
H  -0.8289  1.7267  -0.5524  0.35

Output
**E_LUMO**: -0.12 eV
**Multiplicity**: 1
**Charge**: 0
**Kohn-Sham gap**: 9.9790 eV
**E_HOMO**: -10.10 eV


The least stable of them is Q.


P.
Here is a cluster of 2 separate species, C4H13N4O in total from the Open Molecules 2025 dataset. Energies are from wB97M-V/def2-TZVPD.

Each line ends with the Mulliken charge.
Element x y z (Å)
C  3.6119  1.5727  0.4653  -0.96
H  -3.8652  -2.1310  0.2861  0.13
H  -3.9244  -1.0503  1.3700  0.20
H  4.5163  0.8246  0.5807  0.21
H  3.4149  1.8927  1.4090  0.41
N  -3.3850  -1.4544  0.6420  -0.39
H  0.6285  -0.0222  -1.8816  0.16
H  -0.3818  0.4927  -0.6259  0.28
C  -2.3024  -0.9498  -0.0829  0.67
H  1.4026  1.1528  1.9587  0.07
H  4.0037  2.4547  -0.0131  0.30
N  1.0411  0.6306  1.3089  -0.31
H  -1.4810  -1.2010  -2.0574  0.21
N  2.6244  1.1207  -0.4474  -0.19
H  -2.8027  -2.1110  -1.8354  0.39
H  0.1181  0.2738  1.6842  0.20
C  1.4187  0.6159  -0.0028  0.09
C  -1.9014  -1.8461  -1.1989  -0.94
N  0.6122  0.3500  -1.0084  -0.37
H  2.9618  0.8466  -1.4242  0.20
H  -1.3599  -2.6640  -0.7187  0.27
O  -1.8051  0.0445  0.3397  -0.62

Output
**E_LUMO (spin up / spin down)**: 0.69 / 0.65 eV
**Expectation value of S²**: 0.753
**Multiplicity**: 2
**Charge**: 0
**Kohn-Sham gap (spin up / spin down)**: 3.3547 / 8.5762 eV
**E_HOMO (spin up / spin down)**: -2.66 / -7.93 eV


Q.
Here is a cluster of 2 separate species, C4H13N4O in total from the Open Molecules 2025 dataset. Energies are from wB97M-V/def2-TZVPD.

Each line ends with the Mulliken charge.
Element x y z (Å)
H  0.8173  -3.4700  -0.1181  0.27
H  1.0104  3.3884  1.9058  0.31
H  0.7851  0.6791  -0.2734  0.31
N  -0.9084  2.3366  1.9792  -0.20
O  0.5087  -1.0873  -0.9852  -0.65
H  1.4521  0.9366  1.2323  0.16
N  0.7098  1.2067  0.5969  -0.49
H  1.6021  -2.8787  -3.2557  0.22
C  -0.5817  1.3004  1.1151  0.24
H  1.2094  -1.2222  -3.3238  0.23
H  -2.5092  0.8051  0.6232  0.13
H  -0.1094  3.8270  3.1937  0.31
H  -0.9102  -3.4308  -0.6728  0.28
N  1.0587  -2.1105  -2.8902  -0.41
C  -0.0491  3.4668  2.1600  -0.88
H  -1.8496  2.5044  2.2760  0.18
N  -1.5630  0.4647  0.6104  -0.37
H  -1.3510  -0.4368  0.2326  0.17
H  -0.3126  4.2639  1.4277  0.25
H  0.2109  -4.3468  -1.5503  0.35
C  0.6148  -2.1446  -1.5933  0.53
C  0.1330  -3.4350  -0.9751  -0.94

Output
**E_LUMO (spin up / spin down)**: 0.68 / 0.65 eV
**Expectation value of S²**: 0.753
**Multiplicity**: 2
**Charge**: 0
**Kohn-Sham gap (spin up / spin down)**: 3.8518 / 8.6620 eV
**E_HOMO (spin up / spin down)**: -3.18 / -8.01 eV


The least stable of them is P.


P.
Here is an isolated molecule of C3H6N2O2 from the Open Molecules 2025 dataset. Energies are from wB97M-V/def2-TZVPD.

Each line ends with the Mulliken charge.
Element x y z (Å)
N  -1.5793  0.5488  -0.4482  -0.41
O  0.9319  0.6364  0.8808  -0.36
C  1.5831  0.5848  -0.2855  0.15
H  0.4691  -1.3875  0.9063  0.26
C  -1.3683  -0.3634  0.5433  0.40
H  -0.1273  -0.3824  2.2538  0.31
H  1.8947  -0.0883  -2.0145  0.21
H  -2.4705  0.4433  -0.9139  0.27
N  1.2675  -0.2069  -1.2235  -0.67
H  2.3885  1.3238  -0.2922  0.40
C  0.0210  -0.4248  1.1741  -0.21
O  -2.2310  -1.0974  0.9878  -0.60
H  -0.7958  0.7716  -1.0472  0.24

Output
**E_LUMO**: 0.76 eV
**Multiplicity**: 1
**Charge**: 0
**Kohn-Sham gap**: 10.5771 eV
**E_HOMO**: -9.81 eV


Q.
Here is an isolated molecule of C3H6N2O2 from the Open Molecules 2025 dataset. Energies are from wB97M-V/def2-TZVPD.

Each line ends with the Mulliken charge.
Element x y z (Å)
O  1.1536  -1.8352  0.1313  -0.52
H  -0.8536  1.5473  0.8313  0.54
H  -2.2611  1.1513  -0.0885  0.31
O  2.5378  0.2850  -0.2720  -0.70
C  -0.7973  -0.3679  0.0131  0.79
C  -1.1531  1.1169  0.0139  -1.57
H  -1.1314  -2.2573  -0.1657  0.29
N  0.6227  -0.6129  0.1600  0.26
H  2.1733  -1.4405  -0.1402  0.45
H  -0.7654  1.8328  -0.7322  0.40
H  0.7048  1.4374  0.3244  0.28
C  1.3655  0.5118  0.1351  0.15
N  -1.5958  -1.3687  -0.2104  -0.67

Output
**E_LUMO**: 0.59 eV
**Multiplicity**: 1
**Charge**: 0
**Kohn-Sham gap**: 9.9458 eV
**E_HOMO**: -9.36 eV


The least stable of them is Q.


P.
Here is an isolated molecule of C3H6N2O2 from the Open Molecules 2025 dataset. Energies are from wB97M-V/def2-TZVPD.

Each line ends with the Mulliken charge.
Element x y z (Å)
H  -2.4740  0.8860  -0.8120  0.27
O  0.9637  0.3789  0.9519  -0.35
C  -1.4124  -0.2508  0.4363  0.38
C  -0.0556  -0.6244  0.9910  -0.20
H  -0.7881  0.9027  -1.1436  0.23
N  -1.5312  0.7512  -0.4762  -0.39
H  -0.3880  -0.8601  2.0066  0.30
C  1.6826  0.4352  -0.1835  0.15
H  2.1233  -0.1323  -1.9349  0.22
N  1.4385  -0.2861  -1.1973  -0.65
O  -2.3596  -0.8392  0.9296  -0.61
H  2.4840  1.1764  -0.0907  0.39
H  0.3168  -1.5374  0.5227  0.26

Output
**E_LUMO**: 0.79 eV
**Multiplicity**: 1
**Charge**: 0
**Kohn-Sham gap**: 10.6589 eV
**E_HOMO**: -9.87 eV


Q.
Here is a cluster of 2 separate species, C3H6N2O2 in total from the Open Molecules 2025 dataset. Energies are from wB97M-V/def2-TZVPD.

Each line ends with the Mulliken charge.
Element x y z (Å)
H  -1.1361  0.8465  3.1086  0.25
H  1.9266  0.7000  -0.7661  -0.05
O  -0.1535  -0.8474  0.6208  -0.27
C  0.1976  -0.3093  -1.7142  0.85
O  -1.0868  -0.6573  -1.6441  -0.44
N  -0.8390  0.7518  2.1400  -0.58
H  1.7460  0.9193  -0.0750  0.06
H  1.1201  -0.5965  -3.3608  0.26
N  1.2309  -0.2490  -2.4166  -0.64
H  -0.6724  0.9998  -0.1463  0.50
H  -0.6616  -1.3210  2.5098  0.38
C  -0.3546  -0.0006  -0.4382  -0.50
C  -0.5841  -0.4465  1.8575  0.17

Output
**E_LUMO**: 0.84 eV
**Multiplicity**: 1
**Charge**: 0
**Kohn-Sham gap**: 11.3299 eV
**E_HOMO**: -10.49 eV


The least stable of them is Q.